(1)
ORCA calculation (ωB97M-V/def2-TZVPD) on a molecular structure, C39H75CaN3O6P3Si2 in a non-equilibrium geometry.

Geometry as XYZ:
```
129
Properties=species:S:1:pos:R:3
Ca 0.21033 0.67183 -0.37396
C 0.89221 5.06716 4.52240
C 0.78963 5.28851 3.03285
C 2.02152 5.91309 2.42294
O 0.43847 4.01679 2.37499
P 1.26893 2.78777 1.92804
O 0.36270 1.64348 1.61276
C 2.28074 3.19333 0.47376
P 3.28264 1.78513 -0.07139
O 2.44175 0.55334 -0.09554
O 3.85400 2.24098 -1.44730
C 4.67572 1.33743 -2.29296
C 5.69239 2.21853 -2.97341
C 3.75708 0.61528 -3.24479
O 4.48649 1.60671 0.91546
C 5.63188 2.52889 0.96317
C 5.61448 3.26124 2.28642
C 6.87208 1.69030 0.76086
O 2.34109 2.44061 3.02237
C 2.24256 1.19516 3.82247
C 1.30486 1.42530 4.98293
C 3.64778 0.83792 4.23676
H 0.99655 6.03293 5.01740
H 1.76343 4.46122 4.76928
H -0.00168 4.58078 4.90894
H -0.08239 5.90033 2.80078
H 2.91384 5.31484 2.61862
H 2.18143 6.88742 2.88509
H 1.90619 6.06540 1.35016
H 2.94215 4.03328 0.69496
H 1.61079 3.47683 -0.34619
H 5.16704 0.62536 -1.62361
H 5.20265 2.91871 -3.65034
H 6.37876 1.60216 -3.55430
H 6.27438 2.78571 -2.24821
H 3.25904 1.31882 -3.91117
H 3.00514 0.04300 -2.70527
H 4.33737 -0.08378 -3.84904
H 5.52139 3.23592 0.13518
H 5.96682 2.61951 3.09333
H 4.61112 3.59680 2.54119
H 6.27083 4.13021 2.23060
H 6.90550 0.89656 1.50729
H 7.76083 2.31053 0.87932
H 6.90079 1.23794 -0.22867
H 1.84257 0.43941 3.14288
H 1.73004 2.13587 5.69202
H 1.14043 0.48166 5.50570
H 0.33412 1.79779 4.65443
H 4.10194 1.65440 4.79931
H 4.26629 0.61199 3.37094
H 3.61605 -0.04027 4.88318
C -2.69251 2.85776 0.38212
Si -1.93741 3.55558 -1.19411
C -3.38090 4.31146 -2.13286
C -0.84291 5.01486 -0.71626
C -0.96701 2.22991 -2.05185
C -1.85865 1.05275 -2.34575
C -2.99458 1.11420 -3.17573
C -3.73823 -0.01239 -3.43868
C -3.36075 -1.23033 -2.87946
C -2.24845 -1.23379 -2.07141
N -1.52577 -0.14198 -1.80181
Si -0.12865 2.69165 -3.63675
C 0.33429 1.10043 -4.54514
C -1.12774 3.70564 -4.86600
C 1.43858 3.70371 -3.39776
H -3.31659 3.59406 0.89310
H -1.93099 2.53403 1.09249
H -3.33110 1.99991 0.14773
H -3.80607 5.10416 -1.51115
H -4.18264 3.60031 -2.33146
H -3.08584 4.75926 -3.08211
H -1.46527 5.88651 -0.50455
H -0.15874 5.29660 -1.51805
H -0.25698 4.81706 0.18003
H -3.26542 2.06032 -3.61756
H -4.60536 0.04727 -4.08424
H -3.90818 -2.14248 -3.06679
H -1.90022 -2.15056 -1.60769
H -0.51999 0.71883 -5.10772
H 0.64384 0.30423 -3.86231
H 1.14528 1.26335 -5.25795
H -2.12979 3.32043 -5.05182
H -0.59970 3.70717 -5.82363
H -1.22635 4.74534 -4.54737
H 2.16683 3.22917 -2.74444
H 1.23138 4.70153 -3.00788
H 1.91186 3.84276 -4.37376
C -0.63167 -2.11022 2.51125
C -1.58433 -2.80940 3.51847
N -2.84631 -2.07980 3.61267
C -2.56224 -0.69062 3.95881
C -1.72399 -0.02115 2.84250
N -1.32844 -1.01542 1.82545
C -2.55504 -1.55775 1.21723
C -3.50763 -2.10484 2.31002
H -0.26747 -2.81103 1.75712
H 0.24010 -1.68446 3.01755
H -1.13586 -2.86404 4.51229
H -1.80633 -3.83067 3.20282
H -2.02817 -0.68260 4.91217
H -3.50839 -0.16817 4.11029
H -0.81717 0.42715 3.24064
H -2.28129 0.76933 2.34124
H -2.25407 -2.35342 0.53318
H -3.02765 -0.77252 0.62416
H -3.80898 -3.13084 2.09104
H -4.41607 -1.50409 2.37879
C 0.72443 -4.37475 -0.36436
P 0.97848 -2.63774 -0.89771
C 1.02004 -2.83207 -2.71381
C 2.75468 -2.47946 -0.46341
C 3.78994 -2.48580 -1.38966
C 5.10896 -2.31174 -0.98247
C 5.40725 -2.14512 0.35964
C 4.38099 -2.15337 1.29705
C 3.07057 -2.30812 0.88510
H 1.44722 -5.02689 -0.85694
H -0.28428 -4.71045 -0.60667
H 0.86122 -4.45470 0.71397
H 1.68906 -3.63153 -3.03744
H 1.31208 -1.90096 -3.20072
H 0.01257 -3.06972 -3.05922
H 3.58212 -2.61973 -2.44237
H 5.90385 -2.32502 -1.71798
H 6.43478 -2.02360 0.67764
H 4.60622 -2.03342 2.34924
H 2.27436 -2.28184 1.62280
```

net charge	+1
HOMO energy	-0.351	hartree
orbital gap	0.2965	hartree
lowest unoccupied orbital energy	-1.49	eV
E	-120482.159	eV
strongest force on any atom	1.46	eV/Å
ΔE to the lowest compared entry with this formula, charge and spin	0.637	eV

Löwdin population analysis, charges in e, atoms 1 to 99: number 1, Ca, carries 1.305; number 2, C, carries -0.035; number 3, C, carries -0.385; number 4, C, carries -0.040; number 5, O, carries -0.164; number 6, P, carries 0.466; number 7, O, carries -0.413; number 8, C, carries -0.184; number 9, P, carries 0.467; number 10, O, carries -0.388; number 11, O, carries -0.191; number 12, C, carries -0.396; number 13, C, carries -0.025; number 14, C, carries -0.031; number 15, O, carries -0.172; number 16, C, carries -0.410; number 17, C, carries -0.027; number 18, C, carries -0.026; number 19, O, carries -0.185; number 20, C, carries -0.400; number 21, C, carries -0.035; number 22, C, carries -0.030; number 23, H, carries 0.096; number 24, H, carries 0.076; number 25, H, carries 0.092; number 26, H, carries 0.150; number 27, H, carries 0.071; number 28, H, carries 0.100; number 29, H, carries 0.087; number 30, H, carries 0.075; number 31, H, carries 0.070; number 32, H, carries 0.121; number 33, H, carries 0.095; number 34, H, carries 0.098; number 35, H, carries 0.078; number 36, H, carries 0.077; number 37, H, carries 0.059; number 38, H, carries 0.102; number 39, H, carries 0.133; number 40, H, carries 0.087; number 41, H, carries 0.057; number 42, H, carries 0.097; number 43, H, carries 0.091; number 44, H, carries 0.097; number 45, H, carries 0.073; number 46, H, carries 0.123; number 47, H, carries 0.089; number 48, H, carries 0.095; number 49, H, carries 0.075; number 50, H, carries 0.092; number 51, H, carries 0.066; number 52, H, carries 0.096; number 53, C, carries -0.166; number 54, Si, carries 0.412; number 55, C, carries -0.173; number 56, C, carries -0.155; number 57, C, carries -0.440; number 58, C, carries -0.435; number 59, C, carries -0.038; number 60, C, carries -0.040; number 61, C, carries -0.055; number 62, C, carries -0.181; number 63, N, carries -0.031; number 64, Si, carries 0.412; number 65, C, carries -0.167; number 66, C, carries -0.176; number 67, C, carries -0.174; number 68, H, carries 0.041; number 69, H, carries -0.008; number 70, H, carries 0.033; number 71, H, carries 0.034; number 72, H, carries 0.026; number 73, H, carries 0.020; number 74, H, carries 0.039; number 75, H, carries 0.014; number 76, H, carries -0.007; number 77, H, carries 0.088; number 78, H, carries 0.115; number 79, H, carries 0.106; number 80, H, carries 0.074; number 81, H, carries 0.038; number 82, H, carries 0.000; number 83, H, carries 0.031; number 84, H, carries 0.022; number 85, H, carries 0.036; number 86, H, carries 0.029; number 87, H, carries -0.007; number 88, H, carries 0.019; number 89, H, carries 0.040; number 90, C, carries -0.164; number 91, C, carries -0.147; number 92, N, carries -0.157; number 93, C, carries -0.148; number 94, C, carries -0.162; number 95, N, carries -0.156; number 96, C, carries -0.161; number 97, C, carries -0.146; number 98, H, carries 0.067; number 99, H, carries 0.107

(2)
ORCA calculation (ωB97M-V/def2-TZVPD) on 6 unconnected molecules or ions with the total composition C39H77IN3O6PS in a non-equilibrium geometry.

Geometry as XYZ:
```
128
Properties=species:S:1:pos:R:3
C -2.07166 4.66840 -2.85165
C -2.53528 4.21059 -1.38710
S -0.97695 4.08260 -0.34237
C -0.95468 2.34480 0.39501
C 0.40544 1.55063 0.16861
C 1.59438 2.41871 -0.47651
C 2.20363 3.49980 0.56170
C 3.66936 3.14511 1.07420
I 2.43757 5.36593 -0.61543
C -0.03094 0.50927 -1.00112
C -0.62206 1.05908 -2.36421
C -1.82906 0.15179 -2.94790
C -3.27103 0.65766 -2.50346
N -3.89412 1.64237 -3.46224
N -0.89943 -0.51829 -0.31457
C -0.15325 -0.81009 0.89390
O -0.17620 -1.86154 1.54602
C 0.82536 0.40320 1.23110
C 2.28133 -0.16445 1.31236
C 2.99579 -0.75769 0.03364
C 4.32152 -0.16420 -0.65425
N 2.62090 -1.87713 -0.54336
P 0.26878 0.87549 3.01738
C 1.12511 -0.16509 4.32337
C -1.57859 0.45425 3.25659
C -1.85510 0.65864 4.84398
H -1.75324 3.81372 -3.52075
H -1.14128 5.32114 -2.72503
H -2.86962 5.33128 -3.32036
H -3.10753 3.22569 -1.40095
H -3.15820 5.06303 -0.97418
H -1.24151 2.53351 1.46862
H -1.86815 1.84808 -0.07928
H 2.47577 1.76580 -0.76324
H 1.27879 2.90213 -1.45966
H 1.47903 3.68353 1.40793
H 4.10831 2.19801 0.65123
H 3.64749 3.12265 2.20418
H 4.39709 3.97634 0.79349
H 0.79788 -0.18031 -1.38481
H 0.19414 0.99848 -3.15861
H -1.00500 2.11783 -2.35411
H -1.70677 -0.94563 -2.70858
H -1.76048 0.25178 -4.08403
H -3.95731 -0.25670 -2.54851
H -3.33737 1.04066 -1.44149
H -4.19717 1.03972 -4.24366
H -3.13553 2.24302 -3.80184
H -1.89107 -0.28339 -0.22820
H 2.29965 -1.02529 2.06584
H 2.97876 0.62417 1.76043
H 4.93661 -1.02981 -1.06844
H 4.96926 0.30835 0.15137
H 4.06009 0.54524 -1.49352
H 1.80793 -2.27479 -0.05091
H 0.87126 0.28232 5.34175
H 0.86842 -1.26970 4.31159
H 2.24424 -0.06204 4.20177
H -1.82702 -0.62758 3.05584
H -2.27384 1.16648 2.72989
H -1.16780 1.41892 5.31469
H -2.95170 0.81251 5.06011
H -1.58469 -0.34935 5.31318
C 8.53858 6.47361 0.19220
C 7.68911 6.65078 1.43371
C 6.44745 5.85443 1.08064
O 6.86822 4.79440 0.21142
C 8.21516 5.04679 -0.20922
H 9.60383 6.63693 0.36132
H 8.20561 7.16600 -0.58738
H 8.19141 6.19840 2.29470
H 7.47285 7.69255 1.67411
H 5.72272 6.46817 0.53522
H 5.95492 5.43381 1.96023
H 8.86714 4.33237 0.30539
H 8.30053 4.88296 -1.28535
C 0.83976 -4.64251 -1.64069
C -0.01580 -4.46522 -0.40283
C -1.25890 -5.25417 -0.76467
O -0.83932 -6.31351 -1.63563
C 0.51134 -6.06630 -2.04849
H 1.90485 -4.48464 -1.46557
H 0.51425 -3.94563 -2.41996
H 0.47977 -4.92299 0.45957
H -0.22827 -3.42439 -0.16018
H -1.97793 -4.63451 -1.31255
H -1.75841 -5.67525 0.11097
H 1.15705 -6.78587 -1.53289
H 0.60149 -6.22706 -3.12491
C 6.54861 -3.00544 2.91531
C 6.02242 -3.70831 1.68176
C 4.52881 -3.72573 1.94247
O 4.22961 -2.55768 2.72120
C 5.46021 -1.98405 3.18333
H 7.53183 -2.55322 2.77802
H 6.61057 -3.71317 3.74796
H 6.23956 -3.10869 0.79190
H 6.43995 -4.70472 1.53151
H 4.23771 -4.60382 2.52891
H 3.94206 -3.71190 1.02144
H 5.63407 -1.06155 2.61716
H 5.37243 -1.73137 4.24219
C -4.81804 -6.66444 0.51613
C -6.22213 -7.11678 0.85975
C -7.01301 -6.62615 -0.33859
O -6.12281 -6.65397 -1.46136
C -4.78469 -6.85962 -0.98741
H -4.03698 -7.22184 1.03503
H -4.69985 -5.60324 0.75844
H -6.25805 -8.20963 0.90928
H -6.59296 -6.72034 1.80611
H -7.34583 -5.59179 -0.19904
H -7.88663 -7.24732 -0.54794
H -4.48988 -7.88158 -1.24827
H -4.10728 -6.16424 -1.48646
C -7.78125 1.80829 -2.37726
C -8.28397 3.01930 -3.13542
C -8.09496 4.12919 -2.11783
O -6.96987 3.76269 -1.30988
C -6.63275 2.39315 -1.57840
H -7.47467 0.98220 -3.02087
H -8.56102 1.44385 -1.70060
H -7.64880 3.20035 -4.00828
H -9.31574 2.92679 -3.47783
H -8.96650 4.21834 -1.46010
H -7.91057 5.09944 -2.58427
H -5.70331 2.38352 -2.15597
H -6.46396 1.86463 -0.63665
```

SMILES string	[H]/N=C(/C)C[C@]1(P(C)CC)C(=O)N[C@@H](CCCN)[C@]1(CSCC)C[C@@H](C)I.C1CCOC1.C1CCOC1.C1CCOC1.C1CCOC1.C1CCOC1
HOMO energy	-0.300	hartree
orbital gap	0.3178	hartree
lowest unoccupied orbital energy	0.47	eV
E	-86666.045	eV
strongest force on any atom	3.21	eV/Å

Löwdin population analysis, charges in e, atoms 1 to 99: number 1, C, carries -0.181; number 2, C, carries -0.477; number 3, S, carries 0.798; number 4, C, carries -0.384; number 5, C, carries -0.332; number 6, C, carries -0.229; number 7, C, carries -0.654; number 8, C, carries -0.171; number 9, I, carries 0.767; number 10, C, carries -0.255; number 11, C, carries -0.123; number 12, C, carries -0.173; number 13, C, carries -0.276; number 14, N, carries -0.015; number 15, N, carries 0.096; number 16, C, carries -0.427; number 17, O, carries 0.033; number 18, C, carries -0.387; number 19, C, carries -0.124; number 20, C, carries -0.330; number 21, C, carries -0.055; number 22, N, carries 0.130; number 23, P, carries 1.001; number 24, C, carries -0.298; number 25, C, carries -0.390; number 26, C, carries -0.181; number 27, H, carries 0.051; number 28, H, carries 0.065; number 29, H, carries 0.081; number 30, H, carries 0.053; number 31, H, carries 0.076; number 32, H, carries 0.039; number 33, H, carries 0.067; number 34, H, carries 0.090; number 35, H, carries 0.064; number 36, H, carries 0.076; number 37, H, carries 0.047; number 38, H, carries 0.085; number 39, H, carries 0.012; number 40, H, carries 0.144; number 41, H, carries 0.124; number 42, H, carries 0.073; number 43, H, carries 0.104; number 44, H, carries 0.114; number 45, H, carries 0.120; number 46, H, carries 0.083; number 47, H, carries 0.079; number 48, H, carries 0.039; number 49, H, carries 0.119; number 50, H, carries 0.109; number 51, H, carries 0.108; number 52, H, carries 0.081; number 53, H, carries 0.066; number 54, H, carries 0.076; number 55, H, carries 0.035; number 56, H, carries 0.044; number 57, H, carries 0.061; number 58, H, carries 0.037; number 59, H, carries 0.074; number 60, H, carries 0.064; number 61, H, carries 0.055; number 62, H, carries 0.072; number 63, H, carries 0.071; number 64, C, carries -0.178; number 65, C, carries -0.176; number 66, C, carries -0.221; number 67, O, carries -0.156; number 68, C, carries -0.205; number 69, H, carries 0.113; number 70, H, carries 0.116; number 71, H, carries 0.115; number 72, H, carries 0.115; number 73, H, carries 0.103; number 74, H, carries 0.114; number 75, H, carries 0.116; number 76, H, carries 0.117; number 77, C, carries -0.184; number 78, C, carries -0.180; number 79, C, carries -0.207; number 80, O, carries -0.143; number 81, C, carries -0.205; number 82, H, carries 0.100; number 83, H, carries 0.115; number 84, H, carries 0.123; number 85, H, carries 0.077; number 86, H, carries 0.114; number 87, H, carries 0.112; number 88, H, carries 0.116; number 89, H, carries 0.116; number 90, C, carries -0.174; number 91, C, carries -0.171; number 92, C, carries -0.199; number 93, O, carries -0.160; number 94, C, carries -0.204; number 95, H, carries 0.115; number 96, H, carries 0.116; number 97, H, carries 0.113; number 98, H, carries 0.115; number 99, H, carries 0.119